Record 1
The following is a quantum chemistry calculation of 13 unconnected molecules or ions with the total composition C7H38O12 at a distorted geometry, from the OMol25 dataset.

Output
Calculated total energy: -32443.8029 eV
Strongest force on any atom: 1.890 eV/Å
Frontier orbital gap: 9.3 eV
Net charge: 0

Element x y z (Å)
C: 1.85830 -1.71751 2.97495
C: 0.78519 -2.04575 1.95018
C: 0.03111 -0.91959 1.19344
C: 0.64598 -0.47266 -0.11684
C: -2.02195 1.86177 -1.75892
C: -1.26182 0.72153 -1.16084
C: 0.03136 0.71673 -0.84284
H: 1.51691 -1.54151 3.99497
H: 2.55473 -2.54751 3.09531
H: 2.40297 -0.84557 2.59402
H: 1.25679 -2.73381 1.23422
H: -0.08476 -2.54485 2.37131
H: 0.14306 -0.05740 1.86090
H: -1.03230 -1.15049 1.19019
H: 1.69664 -0.26939 0.11023
H: 0.79105 -1.26097 -0.86019
H: -1.85485 2.76886 -1.15570
H: -3.07696 1.59582 -1.73709
H: -1.68202 2.30731 -2.69218
H: -1.86656 -0.02657 -0.65427
H: 0.67715 1.56763 -0.97990
H: -4.14547 -1.15517 2.52324
H: -2.98909 -1.40310 1.59502
O: -3.80107 -1.81679 1.91206
H: 1.74754 2.75515 -2.68987
H: 0.92308 2.19035 -3.89447
O: 0.94668 2.86313 -3.20845
H: -2.14085 -3.68804 2.65006
H: -1.89643 -3.38480 1.20903
O: -1.75005 -4.07804 1.85959
H: 3.37993 0.21094 -2.81947
H: 2.11146 -0.52230 -2.50396
O: 2.48310 0.36801 -2.49823
H: 1.06742 -2.85126 -3.02866
H: -0.16611 -2.49713 -2.47711
O: 0.17328 -2.67693 -3.35923
H: -4.22826 2.09464 0.50057
H: -3.69629 1.31363 1.64593
O: -3.77057 2.22238 1.33867
H: -0.27964 4.33050 0.56987
H: -0.05013 3.67119 -0.74004
O: 0.24678 3.62187 0.17976
H: 3.29273 1.02278 -0.11136
H: 4.53253 0.68317 -0.88359
O: 4.23658 1.21190 -0.14574
H: 1.23749 -4.40364 -0.84380
H: 0.33167 -3.64811 0.10152
O: 0.83625 -3.53580 -0.71401
H: 2.44675 1.79077 2.79633
H: 1.06369 2.42361 3.17583
O: 2.00410 2.40936 3.37781
H: -1.75117 2.60882 2.31841
H: -0.36388 1.85685 1.89011
O: -1.17869 1.85020 2.38976
H: -1.06400 0.94612 -3.94813
H: -0.39144 -0.44562 -4.18308
O: -0.90795 0.25530 -4.59533

These are the Löwdin partial charges, in e, on atoms 1 to 4: C -0.08; C -0.25; C -0.18; C -0.20


Record 2
The following is a quantum chemistry calculation of C19H25N3OS in the gas phase at a distorted geometry, from the OMol25 dataset.

Output
Calculated total energy: -37461.8745 eV
Strongest force on any atom: 1.177 eV/Å
Frontier orbital gap: 8.6 eV
Net charge: 0

Element x y z (Å)
C: -5.14446 -2.33947 2.23704
C: -4.56399 -1.03357 1.71137
H: -5.35245 -0.28586 1.60925
H: -3.83460 -0.64851 2.42756
C: -3.85629 -1.18618 0.36012
N: -3.17650 0.05262 0.09612
C: -2.13466 0.15072 -0.59370
N: -1.54995 1.34188 -0.85801
C: -1.91254 2.48199 -0.04860
H: -2.91404 2.28738 0.33616
C: -0.95006 2.69934 1.13295
O: 0.29323 3.25682 0.76939
C: 0.28160 4.65255 0.60493
H: -0.06302 5.15470 1.51696
H: 1.30963 4.94584 0.39970
H: -0.35454 4.96994 -0.22974
H: -0.71967 1.72998 1.58334
H: -1.43908 3.33127 1.88705
H: -1.93407 3.37020 -0.68653
C: -0.33220 1.41005 -1.64170
C: 0.71963 0.50833 -1.07452
C: 1.97882 0.88538 -0.70449
C: 2.87609 -0.08813 -0.21294
C: 4.19482 0.20866 0.17740
C: 5.03729 -0.77216 0.63373
C: 4.56619 -2.09940 0.71028
C: 3.29259 -2.42638 0.34272
C: 2.41293 -1.43002 -0.12663
N: 1.15686 -1.77806 -0.46627
C: 0.36018 -0.84935 -0.90686
S: -1.28694 -1.30944 -1.33691
H: 2.92642 -3.43913 0.40080
H: 5.23822 -2.86558 1.07032
C: 6.44376 -0.47089 1.05114
H: 6.59621 -0.74983 2.09319
H: 7.14733 -1.04408 0.44833
H: 6.66780 0.58656 0.93721
H: 4.53319 1.23362 0.10963
H: 2.29443 1.91517 -0.79236
H: -0.55915 1.08733 -2.66934
H: 0.01290 2.44263 -1.66169
C: -4.83347 -1.48200 -0.77893
H: -4.28842 -1.55317 -1.71772
H: -5.34778 -2.42231 -0.60496
H: -5.56482 -0.68093 -0.85824
H: -3.13211 -2.01531 0.41950
H: -5.94283 -2.70136 1.59451
H: -5.55300 -2.19298 3.23450
H: -4.37239 -3.10410 2.29139

These are the Löwdin partial charges, in e, on atoms 1 to 4: C -0.11; C -0.23; H 0.11; H 0.11


Record 3
The following is a quantum chemistry calculation of 2 unconnected molecules or ions with the total composition C2H5O at a distorted geometry, from the OMol25 dataset.

Output
Calculated total energy: -4200.6062 eV
Strongest force on any atom: 1.195 eV/Å
Frontier orbital gap: 6.2 eV
Net charge: -1

Element x y z (Å)
O: -1.69893 -1.47823 1.23789
H: -2.58713 -1.62496 0.89478
C: 1.49467 1.30006 -0.50262
C: 0.58308 0.38866 -0.83427
H: 1.66629 2.14361 -1.16613
H: 2.13743 1.22579 0.36682
H: 0.40799 0.28847 -1.90376
H: 0.21174 -0.37172 -0.15055

These are the Löwdin partial charges, in e, on atoms 1 to 4: O -0.68; H -0.24; C -0.12; C -0.07


Record 4
The following is a quantum chemistry calculation of 2 unconnected molecules or ions with the total composition C3H2FNO at a distorted geometry, from the OMol25 dataset.

Output
Calculated total energy: -9392.1872 eV
Strongest force on any atom: 2.149 eV/Å
Frontier orbital gap: 11.1 eV
Net charge: 0

Element x y z (Å)
C: -0.01200 2.04493 -0.00894
C: 1.42818 -1.96497 1.78463
C: 1.22079 -0.80943 2.01050
N: 1.00450 1.67154 -0.40442
O: 2.07554 1.26573 -0.69050
F: 0.93097 0.35949 2.36258
H: -0.80547 2.80482 -0.04298
H: 1.62207 -2.97880 1.57702

These are the Löwdin partial charges, in e, on atoms 1 to 4: C 0.11; C 0.11; C -0.27; N -0.24


Record 5
The following is a quantum chemistry calculation of C5H6N2O2 in the gas phase at a distorted geometry, from the OMol25 dataset.

Output
Calculated total energy: -12353.8035 eV
Strongest force on any atom: 9.658 eV/Å
Frontier orbital gap: 9.2 eV
Net charge: 0

Element x y z (Å)
C: 1.18338 1.71311 -0.18053
C: -0.22833 1.18447 -0.20946
C: -0.37488 -0.12204 0.07889
C: 0.40186 -1.11679 0.44414
C: -1.52923 -2.01075 0.17266
H: 0.84562 3.23886 -1.63769
H: -0.50301 1.54749 -1.21766
H: -0.86288 1.65614 0.71729
H: 1.39508 -1.10296 0.88862
H: 0.19377 -3.40104 0.83287
H: -2.11102 -2.71774 0.15574
N: -0.25112 -2.26380 0.51405
N: -1.66158 -0.78413 -0.25579
O: 1.43459 2.96233 -0.65975
O: 2.06774 1.21686 0.35665

These are the Löwdin partial charges, in e, on atoms 1 to 4: C -0.59; C -0.10; C -0.33; C -0.14